Entry 1:
Entry from the Open Molecules 2025 dataset: the molecule C18H19NO6 (ωB97M-V/def2-TZVPD).

gap between HOMO and LUMO: 8.27 eV
spin multiplicity: 1
M: 345.4 g/mol
relative energy (zero: lowest compared OMol25 entry of this formula, charge and spin): 63.0 kcal/mol
structure (SMILES): COc1ccc(/C=C/C(=O)OCC(=O)NCc2ccco2)cc1OC

Positions of all 44 atoms, in Å:
C1 4.2886 2.3408 -0.1656
H1 4.9261 -1.8191 -1.5701
H2 4.4999 2.9413 0.7245
H3 1.0690 0.6287 -0.0850
H4 -0.3853 -1.1976 -0.0399
H5 -6.1238 1.1920 -0.7930
O1 -4.4534 2.0758 0.0755
O2 2.8889 2.1368 -0.3056
H6 -0.0536 3.4516 0.3143
O3 -4.9169 -0.7808 0.0180
C2 4.6215 -1.3946 -0.6087
C3 2.5116 -2.9185 -0.7453
C4 0.6577 2.6565 0.1554
H7 -2.1099 2.7237 0.0697
C5 2.0596 3.0838 0.1918
C6 3.4114 -2.1122 -0.1095
H8 -6.0817 1.1592 0.9884
H9 5.4476 -1.4691 0.1045
H10 2.5546 -3.2505 -1.7624
C7 -3.6465 -0.2742 0.0176
H11 0.6599 -3.8602 0.0693
O4 2.4501 4.1427 0.6156
H12 3.4652 0.2692 -1.2053
C8 -2.5097 -1.0766 -0.0138
H13 -2.6141 -2.1493 -0.0374
H14 4.6781 2.8749 -1.0412
O5 5.9870 0.7976 0.5801
C9 1.5191 -3.2378 0.2137
C10 -1.2398 -0.5376 -0.0174
H15 -4.6568 -2.6555 0.8727
C11 1.8851 -2.5935 1.3547
C12 -5.8231 1.7410 0.1015
N1 4.3328 0.0190 -0.7543
C13 -5.0963 -2.1755 -0.0073
O6 3.0238 -1.9106 1.1679
C14 4.9714 0.9757 -0.0505
H16 -6.3445 2.6977 0.1316
H17 -6.1747 -2.3273 0.0022
H18 -4.6776 -2.6203 -0.9155
C15 -3.4787 1.1275 0.0481
C16 -2.1928 1.6498 0.0490
C17 0.2902 1.3743 0.0179
C18 -1.0551 0.8446 0.0173
H19 1.4353 -2.5436 2.3264


Entry 2:
Entry from the Open Molecules 2025 dataset: the molecule C18H19NO6 (ωB97M-V/def2-TZVPD).

gap between HOMO and LUMO: 8.69 eV
spin multiplicity: 1
M: 345.4 g/mol
relative energy (zero: lowest compared OMol25 entry of this formula, charge and spin): 0.1 kcal/mol
structure (SMILES): CCOC(=O)c1c(C)[nH]c(C)c1C(=O)COC(=O)c1ccc(O)cc1

Positions of all 44 atoms, in Å:
O1 -4.9825 0.7038 0.2655
H1 -3.7486 3.0454 0.0203
H2 2.5992 3.4088 2.2859
H3 2.5293 1.0958 -2.9255
H4 -1.4303 3.3200 -0.8144
O2 4.1350 1.1504 -0.9089
H5 -0.0592 -1.7363 2.9346
C1 1.3297 -0.4594 0.7447
H6 -0.0571 -3.2466 -2.0494
C2 0.6654 -0.0399 1.8824
C3 0.2676 1.4436 -1.5725
H7 2.5605 -0.6400 -2.4712
C4 1.2728 -1.7704 0.1072
H8 3.6688 2.9372 0.9474
C5 -3.7257 0.9105 -0.1957
C6 2.2092 0.6047 0.3544
H9 -5.4014 1.5459 0.4835
C7 -2.9781 -0.1999 -0.5874
H10 -1.3076 -0.7595 2.1815
H11 -1.6120 -3.3854 -1.2091
H12 0.7836 1.7703 2.9454
C8 -1.1307 1.2345 -1.1408
C9 3.0050 0.7292 -0.8717
O3 0.8548 0.3081 -1.9784
C10 -3.1676 2.1836 -0.2809
C11 2.2602 0.3618 -2.1582
C12 -1.8792 2.3408 -0.7470
H13 2.0863 3.6224 0.6000
O4 2.0687 -2.1823 -0.7041
C13 0.1097 -3.8210 0.0163
H14 1.1100 -4.2500 -0.1060
C14 -0.6218 -3.8213 -1.3191
H15 -0.7219 -4.8417 -1.6784
H16 -1.1129 -0.8923 -1.3605
N1 1.1083 1.2123 2.1711
C15 -0.3593 -0.7144 2.7169
H17 -0.5060 -0.1759 3.6511
H18 -0.4476 -4.3847 0.7682
O5 0.2339 -2.5064 0.5536
C16 -1.6942 -0.0378 -1.0582
O6 0.8294 2.5146 -1.5399
C17 2.0490 1.6186 1.2716
H19 -3.4305 -1.1760 -0.5116
C18 2.6378 2.9789 1.2872


Entry 3:
Entry from the Open Molecules 2025 dataset: a structure of composition C18H20B2Ba2Br10O16 in a non-equilibrium geometry (ωB97M-V/def2-TZVPD).

charge: +2
gap between HOMO and LUMO: 5.13 eV
spin multiplicity: 1
M: 1587.7 g/mol
relative energy (zero: lowest compared OMol25 entry of this formula, charge and spin): 82.1 kcal/mol

Positions of all 68 atoms, in Å:
C1 -0.0867 -1.3279 -5.2284
C2 3.2714 0.3878 3.6509
H1 -2.5956 6.3218 1.2326
H2 -2.8253 6.7339 2.9007
C3 -3.9479 -3.9106 0.5654
H3 1.5421 -2.6111 -5.5096
H4 -0.5586 -0.4752 -5.6944
O1 -3.4315 -0.7406 -0.4528
C4 -0.1850 -5.9310 1.4297
O2 -2.5601 -3.8320 2.3392
O3 -0.0421 1.5704 1.0473
C5 -2.8188 0.2114 -0.0776
O4 1.9410 2.6164 1.1121
C6 -3.3896 -3.1445 1.7923
H5 3.0543 -3.8547 -1.6955
B1 -1.2756 1.8115 0.3392
O5 -2.3708 -6.2601 2.2317
H6 3.7695 3.2374 -1.2460
C7 -3.3543 1.1964 0.9607
H7 3.4821 0.1298 2.6236
C8 1.1510 -1.6929 -5.9300
C9 2.2657 -3.1858 -1.3974
H8 1.2070 0.4357 3.3426
H9 3.3065 -0.4807 4.2894
Br1 2.6876 -1.4625 -2.2294
Ba1 1.1205 6.5562 -2.1877
C10 0.8963 2.4593 0.6906
H10 0.1077 -1.1704 -4.1789
C11 3.5529 2.6208 -3.2619
C12 -2.7455 5.8953 2.2259
Br2 4.7126 1.5630 4.1969
C13 2.1254 -3.0608 0.0701
Br3 -1.0884 4.9305 2.5709
H11 1.0288 -1.8034 -6.9932
O6 -2.4300 2.0734 1.2029
H12 -3.7310 4.0920 1.6935
H13 -4.7660 5.5234 1.9046
H14 5.1528 3.6238 -2.2663
H15 1.9254 -4.0304 0.5134
H16 1.3952 -2.3249 0.3499
H17 1.3114 -3.5021 -1.8164
O7 -4.8363 -3.5431 -0.0675
O8 -0.9607 2.9318 -0.6011
Br4 3.7815 -2.4913 0.9161
Ba2 -5.9034 -1.0636 0.5962
Br5 5.2397 1.2771 -1.5189
O9 -4.4629 1.0938 1.4161
C14 1.9756 1.0885 3.7615
B2 -2.3031 -5.0540 1.4888
H18 1.9670 2.0263 3.2354
O10 -3.7335 -2.0626 2.1172
O11 -3.3813 -4.9691 0.4622
Br6 2.4916 -0.3570 -5.6413
O12 -0.7944 -7.8801 2.7191
C15 -3.8775 4.9970 2.2428
H19 2.7945 1.8683 -3.0988
Br7 1.4563 1.4025 5.5857
C16 4.3812 2.8890 -2.0735
O13 -0.9927 -4.9468 0.9218
C17 0.2860 3.3017 -0.4179
C18 -1.0984 -6.8593 2.2427
H20 4.1337 2.3955 -4.1456
O14 0.9220 -6.0461 1.2319
O15 0.8303 4.2621 -0.9142
Br8 -1.3093 -2.8124 -5.4090
O16 -1.6393 0.5887 -0.4165
Br9 -4.3214 4.5103 4.0628
Br10 2.5503 4.2645 -3.8064


Entry 4:
Entry from the Open Molecules 2025 dataset: a cluster of 2 separate species, C18H20BN2O3S in total (ωB97M-V/def2-TZVPD).

charge: +1
gap between HOMO and LUMO: 7.87 eV
spin multiplicity: 1
M: 355.2 g/mol

Positions of all 45 atoms, in Å:
C1 0.9320 0.8207 3.3748
C2 -0.0947 1.7029 3.0582
H1 1.8980 -1.7490 -0.3198
N1 1.7224 -5.5064 -3.2251
C3 1.0130 0.2787 4.6459
H2 2.6928 -5.2927 -3.4291
H3 -4.0698 4.5516 2.7420
C4 1.7727 -3.0603 -5.3082
C5 -1.2884 3.1960 1.3683
H4 0.1418 0.2025 6.6067
C6 1.3371 -1.1638 -1.0493
C7 1.5584 -1.6739 -2.4680
H5 1.7223 -0.1442 -0.9944
C8 0.0720 0.6203 5.6112
O1 0.6965 2.0253 0.8583
C9 -3.4150 4.8587 0.7150
C10 -3.3239 4.3298 1.9913
C11 -0.1528 2.2875 1.6886
H6 1.8326 -1.2529 -5.9091
O2 -2.9976 3.2496 4.5506
H7 2.2772 -4.0201 -5.2322
C12 -2.1770 2.9572 3.7109
H8 -4.2448 5.5034 0.4576
C13 0.3868 -2.9764 -4.7162
H9 0.2827 -1.1176 -0.7786
H10 1.3490 -0.9000 -3.2079
H11 1.0259 -4.4290 -0.2953
H12 1.6635 0.5743 2.6173
B1 1.0696 -4.6712 -2.2893
H13 -1.6950 1.7715 6.0402
C14 -2.2600 3.5011 2.3239
H14 -2.5103 4.9901 -1.2269
H15 -0.0528 -2.0085 -4.9674
H16 2.5667 -2.0432 -2.6474
N2 2.3834 -2.1134 -5.8662
H17 -0.2743 -3.7803 -5.0407
H18 -0.6148 3.5045 -0.6348
C15 -1.0456 2.0349 4.0248
C16 -2.4408 4.5673 -0.2333
C17 -0.9548 1.4958 5.3018
O3 0.7389 -4.9958 -1.0238
H19 1.6927 -6.4751 -2.9106
S1 0.3525 -2.9804 -2.8963
H20 1.8130 -0.4077 4.8908
C18 -1.3810 3.7381 0.0915


Entry 5:
Entry from the Open Molecules 2025 dataset: a structure of composition C18H20BrCl2GdO2 in a non-equilibrium geometry (ωB97M-V/def2-TZVPD).

charge: +2
gap between HOMO and LUMO (spin up / spin down): 7.66 / 4.03 eV
spin multiplicity: 8
M: 576.4 g/mol
relative energy (zero: lowest compared OMol25 entry of this formula, charge and spin): 0.0 kcal/mol
<S²>: 16.043

Positions of all 44 atoms, in Å:
Gd1 0.6749 -0.2643 -0.7010
C1 3.5736 -2.1206 -1.1360
C2 -0.5927 1.6380 -2.0274
H1 -0.5962 -2.5738 -4.4851
H2 -2.7212 -1.0150 -1.8491
C3 0.1162 -0.6438 1.7253
H3 1.3903 0.4351 3.8467
O1 -0.5727 -1.2019 0.7680
H4 1.7795 2.0845 -0.4924
C4 0.3285 -0.5113 5.4266
Cl1 2.2754 -2.5735 0.0081
C5 -0.1450 -0.9067 3.1055
H5 -0.5555 4.0333 0.5101
C6 -1.4418 -2.0550 4.7757
C7 -1.6515 0.8225 -1.6137
C8 -0.6869 -1.4112 5.7595
C9 -1.9121 -0.4061 -2.2347
H6 0.8882 -0.0254 6.2128
H7 -2.2390 1.1096 -0.7507
C10 -1.4788 -2.1421 -4.0162
Br1 -1.0565 -1.7419 7.5453
H8 -1.7487 -2.3052 2.6870
H9 -1.9071 -2.8705 -3.3296
Cl2 3.0073 -0.8522 -2.2957
H10 0.9745 1.8009 -3.4888
H11 4.4049 -1.7126 -0.5766
O2 1.0573 0.1799 1.3428
H12 1.9149 2.9772 -2.0032
C11 -0.1232 -0.0144 -3.7582
H13 -1.9825 3.2061 -0.1046
H14 -2.2262 -2.7412 5.0602
H15 3.8121 -3.0003 -1.7192
C12 0.6018 -0.2597 4.1016
C13 -1.1699 -1.8042 3.4504
C14 1.3612 2.9343 -1.0682
H16 -0.7481 2.3249 0.7865
C15 0.1507 1.1940 -3.1350
C16 -0.1599 2.8892 -1.2648
C17 -0.9065 3.1150 0.0419
H17 1.6353 3.7949 -0.4604
C18 -1.1594 -0.8527 -3.3173
H18 -2.2139 -1.9458 -4.7990
H19 0.4816 -0.3119 -4.6072
H20 -0.4327 3.7239 -1.9199